1.
{
  "formula": "C14H8NO4PS",
  "method": "the ωB97M-V functional and the def2-TZVPD basis",
  "total_charge": 0,
  "homo_energy_ev": -8.914,
  "fmax_ev_per_a": 4.63,
  "smiles": "O=NOc1ccc2c(c1)C(=O)c1cc([PH2]=S)ccc1C2=O",
  "homo_lumo_gap_ha": 0.2668,
  "lumo_energy_ev": -1.653,
  "elements": ["O", "N", "O", "C", "C", "C", "C", "C", "C", "C", "O", "C", "C", "C", "P", "S", "C", "C", "C", "C", "O", "H", "H", "H", "H", "H", "H", "H", "H"],
  "positions_angstrom": [[-3.785, 1.695, -3.752], [-3.074, 1.010, -4.419], [-3.361, -0.334, -4.195], [-2.263, -0.799, -3.355], [-1.013, -1.546, -3.940], [0.167, -1.989, -2.995], [0.003, -1.642, -1.492], [-1.273, -0.931, -0.895], [-2.429, -0.499, -1.826], [-1.334, -0.645, 0.695], [-2.379, -0.770, 1.380], [0.064, -0.138, 1.326], [0.121, 0.945, 2.431], [1.516, 1.409, 2.954], [1.549, 2.737, 4.314], [1.120, 4.498, 3.594], [2.785, 0.756, 2.330], [2.722, -0.367, 1.243], [1.344, -0.837, 0.721], [1.138, -1.988, -0.395], [1.773, -3.070, -0.389], [-0.979, -1.739, -5.076], [1.096, -2.530, -3.409], [-3.367, 0.038, -1.447], [-0.826, 1.427, 2.855], [0.453, 2.384, 5.200], [2.746, 2.684, 5.098], [3.834, 1.077, 2.653], [3.654, -0.836, 0.793]],
  "atomic_forces_ev_per_a": [[1.24, -1.11, -1.57], [-1.18, 2.96, 1.19], [1.82, -2.38, 1.55], [2.40, -1.29, 2.38], [-0.45, 0.90, 3.07], [-3.67, 2.03, 1.47], [-1.56, 0.65, -0.95], [0.13, -0.41, -2.88], [3.27, -1.85, -1.42], [-1.24, 0.21, 1.09], [3.73, 0.60, -2.69], [1.90, 0.27, 0.32], [3.08, -1.55, -1.39], [0.07, -3.41, -2.61], [-1.32, 0.22, -1.04], [0.38, -0.19, 0.08], [-2.53, -1.13, -1.03], [-3.53, 1.29, 1.00], [0.11, 2.61, 2.46], [0.54, -1.37, -0.10], [-2.00, 4.05, -0.12], [-0.04, 0.36, 2.13], [-1.75, 1.02, 0.87], [1.64, -0.98, -0.60], [1.46, -0.93, -0.82], [1.10, -0.42, -0.40], [-0.47, -0.54, -0.46], [-1.80, -0.43, -0.40], [-1.33, 0.81, 0.86]]
}

---

2.
{
  "formula": "C20H70O20",
  "method": "the ωB97M-V functional and the def2-TZVPD basis",
  "total_charge": 0,
  "de_lowest_kj_mol": 0.0,
  "homo_energy_ev": -9.388,
  "fmax_ev_per_a": 1.52,
  "homo_lumo_gap_ha": 0.3554,
  "lumo_energy_ev": 0.284,
  "elements": ["C", "O", "H", "H", "H", "H", "C", "O", "H", "H", "H", "H", "C", "O", "H", "H", "H", "H", "C", "O", "H", "H", "H", "H", "C", "O", "H", "H", "H", "H", "C", "O", "H", "H", "H", "H", "C", "O", "H", "H", "H", "H", "C", "O", "H", "H", "H", "H", "C", "O", "H", "H", "H", "H", "C", "O", "H", "H", "H", "H", "C", "C", "O", "O", "H", "H", "H", "H", "H", "H", "C", "C", "O", "O", "H", "H", "H", "H", "H", "H", "C", "C", "O", "O", "H", "H", "H", "H", "H", "H", "C", "C", "O", "O", "H", "H", "H", "H", "H", "H", "C", "C", "O", "O", "H", "H", "H", "H", "H", "H"],
  "positions_angstrom": [[-2.497, -0.499, 2.623], [-3.418, -1.199, 3.448], [-3.018, 0.212, 1.968], [-1.846, 0.051, 3.299], [-1.944, -1.170, 1.962], [-4.004, -1.715, 2.885], [2.849, -3.209, -1.249], [3.141, -1.917, -1.791], [2.072, -3.163, -0.476], [2.471, -3.820, -2.065], [3.747, -3.665, -0.826], [3.565, -1.421, -1.085], [1.823, 1.220, -3.351], [2.669, 2.121, -4.030], [2.109, 1.196, -2.302], [0.755, 1.445, -3.459], [1.931, 0.182, -3.692], [2.450, 2.132, -4.965], [-0.766, -4.576, 0.531], [-0.871, -3.285, -0.081], [0.275, -4.824, 0.755], [-1.370, -4.623, 1.439], [-1.143, -5.296, -0.192], [-0.605, -2.613, 0.565], [-1.994, 3.371, 0.960], [-3.274, 3.779, 0.443], [-2.008, 2.430, 1.509], [-1.389, 3.203, 0.065], [-1.552, 4.170, 1.554], [-3.510, 4.614, 0.851], [-0.611, -2.628, -4.360], [-0.852, -1.238, -4.431], [0.066, -2.916, -3.559], [-1.566, -3.159, -4.245], [-0.227, -2.952, -5.330], [-0.562, -0.824, -3.607], [0.540, -2.948, 4.066], [0.788, -4.079, 4.898], [0.991, -3.093, 3.077], [-0.533, -2.802, 3.908], [0.980, -2.078, 4.537], [0.359, -4.833, 4.487], [4.491, -2.783, 2.182], [5.617, -2.189, 1.568], [4.620, -2.845, 3.268], [3.608, -2.188, 1.961], [4.307, -3.804, 1.825], [6.406, -2.648, 1.866], [-1.091, 4.676, -2.271], [-0.314, 3.485, -2.092], [-2.142, 4.412, -2.209], [-0.882, 5.427, -1.502], [-0.887, 5.131, -3.243], [0.609, 3.715, -2.241], [3.124, 0.607, 2.979], [1.963, -0.185, 2.971], [3.436, 0.894, 1.971], [3.042, 1.550, 3.522], [4.000, 0.099, 3.406], [1.509, 0.002, 3.811], [1.741, 3.489, 0.569], [1.774, 4.972, 0.285], [3.129, 5.355, 0.175], [2.053, 3.284, 1.957], [2.510, 2.967, -0.009], [0.779, 3.029, 0.366], [1.224, 5.479, 1.086], [1.228, 5.196, -0.643], [3.194, 6.254, -0.157], [2.994, 3.469, 2.043], [-2.464, 1.802, -6.290], [-1.359, 2.234, -5.376], [-1.789, 2.037, -4.033], [-2.705, 0.408, -6.183], [-2.136, 1.985, -7.319], [-3.387, 2.366, -6.118], [-1.109, 3.287, -5.553], [-0.492, 1.593, -5.584], [-1.142, 2.441, -3.441], [-2.441, 0.149, -5.290], [-4.229, -3.132, -1.390], [-4.443, -4.641, -1.240], [-3.635, -5.418, -2.114], [-3.561, -2.562, -0.279], [-5.186, -2.613, -1.477], [-3.682, -2.909, -2.313], [-5.499, -4.894, -1.376], [-4.148, -4.928, -0.232], [-4.052, -5.494, -2.976], [-2.651, -2.903, -0.298], [0.222, 0.088, 0.374], [-0.536, -0.155, -0.886], [0.252, -0.922, -1.795], [0.505, -1.170, 0.950], [-0.400, 0.712, 1.041], [1.122, 0.687, 0.193], [-0.840, 0.765, -1.387], [-1.468, -0.691, -0.654], [0.461, -1.741, -1.330], [1.196, -1.089, 1.624], [0.228, 2.654, 5.020], [0.178, 1.411, 5.865], [1.289, 0.536, 5.544], [-0.274, 2.433, 3.718], [1.237, 3.077, 5.000], [-0.424, 3.386, 5.510], [-0.750, 0.879, 5.637], [0.215, 1.649, 6.929], [1.352, -0.128, 6.237], [0.481, 2.386, 3.115]],
  "atomic_forces_ev_per_a": [[-0.53, 0.06, -0.25], [0.02, -0.15, 0.06], [0.06, 0.07, 0.13], [0.23, 0.00, -0.15], [0.22, -0.02, 0.22], [0.02, 0.03, -0.08], [0.00, 0.34, -0.13], [-0.03, -0.43, 0.31], [0.04, 0.06, 0.02], [0.07, -0.05, -0.04], [-0.03, -0.12, -0.03], [0.04, 0.14, -0.09], [-0.31, -1.07, -0.12], [0.12, 0.49, -0.01], [-0.07, 0.26, 0.06], [0.16, 0.23, 0.16], [0.17, 0.15, -0.07], [-0.05, -0.12, 0.03], [-0.05, 0.29, -0.31], [-0.12, -0.47, 0.11], [0.00, 0.02, 0.07], [0.02, -0.08, 0.04], [-0.04, -0.04, 0.04], [0.31, 0.15, -0.02], [-0.08, 0.33, -1.12], [0.12, -0.23, 0.40], [-0.42, 0.16, 0.28], [0.28, 0.01, 0.21], [0.14, -0.17, 0.19], [-0.09, -0.09, 0.07], [-0.67, -0.19, -0.56], [0.09, 0.43, 0.08], [0.09, 0.07, 0.03], [0.13, -0.02, 0.28], [0.28, 0.00, 0.13], [0.05, -0.30, 0.10], [-0.23, -0.57, -0.37], [0.02, 0.17, -0.01], [0.12, 0.16, 0.07], [0.03, 0.21, 0.15], [0.01, 0.05, 0.06], [0.01, -0.07, 0.08], [-0.01, -0.52, 0.32], [-0.04, 0.18, -0.19], [-0.15, 0.13, 0.00], [0.06, 0.15, 0.00], [0.04, 0.09, -0.09], [0.00, -0.01, -0.04], [0.08, 0.24, -0.08], [-0.09, 0.30, -0.01], [0.01, -0.15, 0.01], [0.04, -0.13, 0.09], [-0.08, -0.07, -0.02], [0.07, -0.17, -0.09], [1.47, 0.37, -0.11], [0.08, 0.31, 0.05], [-0.37, -0.25, -0.16], [-0.47, -0.14, 0.15], [-0.28, -0.27, 0.06], [-0.07, -0.15, 0.10], [0.60, -0.01, 0.54], [-0.72, -0.15, -0.71], [0.18, 0.06, 0.23], [-0.24, -0.16, -0.12], [-0.18, 0.14, -0.33], [-0.13, 0.17, 0.08], [0.26, 0.08, 0.09], [0.14, -0.09, 0.01], [-0.03, 0.02, 0.07], [0.00, 0.04, 0.16], [-0.04, -0.40, -0.55], [0.03, 0.02, 0.36], [-0.04, 0.00, -0.14], [-0.05, 0.26, 0.11], [-0.11, 0.08, 0.00], [0.06, 0.09, 0.15], [0.05, -0.02, -0.06], [0.09, 0.16, -0.04], [0.01, -0.04, 0.16], [0.02, -0.30, -0.04], [-0.22, 0.33, 0.03], [-0.08, 0.07, -0.30], [0.24, -0.21, 0.02], [0.00, -0.08, 0.00], [0.00, -0.05, 0.13], [0.05, -0.22, -0.05], [0.02, -0.03, 0.03], [-0.07, 0.02, 0.08], [-0.05, 0.12, 0.02], [0.14, 0.15, 0.10], [-0.17, 1.01, 0.59], [-0.44, -0.52, -0.52], [-0.30, 0.38, 0.04], [0.08, -0.42, -0.19], [0.03, -0.25, 0.06], [0.16, -0.37, -0.11], [0.24, 0.12, 0.04], [0.07, 0.03, 0.02], [0.08, -0.10, -0.15], [-0.11, 0.42, 0.22], [-0.21, 0.29, 0.26], [0.23, -0.68, -0.11], [-0.24, 0.36, 0.04], [0.29, -0.15, -0.19], [0.01, -0.08, 0.00], [0.03, 0.03, -0.08], [-0.08, 0.11, 0.14], [-0.01, 0.13, 0.00], [0.02, -0.08, -0.06], [-0.01, 0.10, -0.07]]
}

---

3.
{
  "formula": "C25H26CaOPS3",
  "method": "the ωB97M-V functional and the def2-TZVPD basis",
  "total_charge": 1,
  "homo_energy_ev": -9.568,
  "fmax_ev_per_a": 0.68,
  "homo_lumo_gap_ha": 0.2495,
  "lumo_energy_ev": -2.779,
  "elements": ["Ca", "O", "C", "C", "C", "C", "C", "C", "C", "P", "C", "C", "C", "C", "C", "C", "C", "C", "C", "C", "C", "C", "H", "H", "H", "H", "H", "H", "H", "H", "H", "H", "H", "H", "H", "H", "C", "C", "S", "C", "C", "S", "C", "C", "S", "H", "H", "H", "H", "H", "H", "H", "H", "H", "H", "H", "H"],
  "positions_angstrom": [[-0.040, -0.415, -2.071], [2.572, -0.162, -2.857], [2.268, -0.325, -1.676], [3.243, -0.327, -0.555], [4.625, -0.221, -0.646], [5.381, -0.256, 0.517], [4.763, -0.394, 1.754], [3.381, -0.505, 1.854], [2.624, -0.473, 0.691], [0.814, -0.628, 0.606], [0.545, -2.372, 0.097], [-0.745, -2.756, -0.278], [-0.996, -4.027, -0.785], [0.046, -4.931, -0.919], [1.331, -4.565, -0.537], [1.582, -3.297, -0.037], [0.256, -0.537, 2.338], [0.221, 0.730, 2.922], [-0.218, 0.892, 4.226], [-0.645, -0.209, 4.956], [-0.621, -1.471, 4.381], [-0.168, -1.638, 3.079], [5.083, -0.112, -1.621], [6.459, -0.174, 0.465], [5.366, -0.420, 2.652], [2.910, -0.616, 2.822], [-1.582, -2.078, -0.126], [-2.006, -4.309, -1.055], [-0.141, -5.921, -1.312], [2.144, -5.271, -0.636], [2.590, -3.015, 0.240], [0.563, 1.594, 2.359], [-0.227, 1.877, 4.675], [-0.992, -0.083, 5.972], [-0.948, -2.332, 4.949], [-0.141, -2.628, 2.643], [-3.898, 2.255, -2.908], [-4.111, 0.869, -2.328], [-2.776, 0.174, -1.330], [-2.507, 1.363, 0.006], [-1.528, 2.543, -0.200], [-0.168, 2.285, -1.376], [-0.293, 3.618, -2.593], [-1.637, 3.870, -3.258], [-2.431, 2.404, -3.967], [-3.835, 2.995, -2.110], [-4.780, 2.504, -3.499], [-4.267, 0.135, -3.120], [-5.011, 0.867, -1.710], [-2.149, 0.754, 0.837], [-3.483, 1.749, 0.304], [-1.070, 2.746, 0.768], [-2.056, 3.450, -0.494], [0.448, 3.326, -3.341], [0.067, 4.540, -2.134], [-1.477, 4.586, -4.065], [-2.337, 4.344, -2.571]],
  "atomic_forces_ev_per_a": [[0.36, -0.06, -0.58], [-0.25, 0.04, -0.31], [-0.31, -0.18, 0.43], [0.20, 0.05, 0.04], [-0.12, 0.01, 0.04], [0.08, 0.01, -0.05], [-0.02, -0.01, 0.05], [0.04, 0.02, -0.05], [0.13, 0.05, -0.02], [-0.38, 0.09, 0.00], [0.12, -0.01, 0.07], [-0.10, 0.04, 0.01], [-0.01, -0.01, -0.01], [0.00, 0.00, 0.00], [0.00, -0.02, -0.01], [-0.01, 0.07, -0.03], [0.06, -0.16, 0.05], [0.01, -0.01, -0.02], [0.00, 0.04, 0.00], [-0.01, -0.03, 0.01], [-0.01, 0.01, 0.02], [0.03, 0.02, -0.05], [0.02, 0.00, 0.01], [0.01, 0.00, 0.00], [0.00, 0.00, 0.01], [-0.01, 0.00, 0.01], [0.01, 0.02, 0.01], [0.00, -0.01, 0.00], [0.00, -0.01, 0.00], [0.01, -0.01, 0.00], [0.01, -0.02, 0.01], [0.00, 0.00, -0.01], [0.00, 0.00, 0.01], [0.00, 0.00, 0.01], [0.00, -0.01, 0.01], [0.00, 0.00, 0.01], [-0.04, 0.03, 0.01], [0.00, -0.04, -0.02], [-0.10, -0.08, 0.27], [0.07, 0.11, 0.02], [-0.16, -0.02, -0.09], [0.24, 0.21, 0.33], [0.03, -0.01, -0.03], [0.01, 0.04, -0.01], [-0.01, -0.02, -0.01], [0.05, -0.02, -0.01], [0.02, 0.02, 0.00], [0.02, -0.01, 0.01], [0.00, -0.01, -0.01], [0.02, -0.04, -0.06], [0.00, 0.00, 0.01], [0.00, 0.06, -0.02], [-0.01, -0.03, -0.08], [0.02, 0.00, 0.03], [-0.01, -0.01, 0.01], [0.00, -0.02, -0.01], [-0.01, -0.04, 0.00]]
}

---

4.
{
  "formula": "C24H44BNP2V",
  "method": "the ωB97M-V functional and the def2-TZVPD basis",
  "total_charge": 1,
  "de_lowest_kj_mol": 864.2,
  "homo_energy_ev": [-9.127, -9.026],
  "multiplicity": 3,
  "fmax_ev_per_a": 3.73,
  "homo_lumo_gap_ha": [0.1613, 0.1573],
  "lumo_energy_ev": [-4.736, -4.747],
  "elements": ["V", "C", "C", "C", "C", "C", "C", "H", "H", "H", "C", "H", "H", "H", "C", "H", "H", "H", "C", "H", "H", "H", "C", "H", "H", "H", "C", "C", "C", "C", "C", "C", "C", "C", "H", "H", "H", "H", "H", "H", "H", "H", "H", "H", "H", "H", "P", "C", "C", "P", "C", "C", "C", "H", "H", "H", "H", "H", "H", "H", "H", "H", "H", "H", "H", "H", "H", "B", "C", "N", "H", "H", "H"],
  "positions_angstrom": [[-3.497, -0.831, -1.569], [1.227, 0.922, -1.269], [0.474, 1.866, -0.535], [1.104, 0.198, 0.905], [1.556, -0.143, -0.393], [0.477, 1.472, 0.828], [1.652, 1.068, -2.670], [1.772, 2.128, -2.932], [0.919, 0.635, -3.375], [2.605, 0.559, -2.845], [2.234, -1.385, -0.775], [2.689, -1.303, -1.767], [1.528, -2.224, -0.796], [3.020, -1.642, -0.053], [1.271, -0.634, 2.110], [2.311, -0.979, 2.196], [0.629, -1.523, 2.085], [1.037, -0.047, 3.002], [0.026, 2.274, 1.974], [0.866, 2.459, 2.663], [-0.760, 1.769, 2.555], [-0.354, 3.248, 1.644], [-0.138, 3.092, -1.086], [0.522, 3.971, -1.018], [-1.069, 3.334, -0.561], [-0.396, 2.939, -2.141], [-5.106, -1.500, -2.388], [-4.340, -0.605, -3.254], [-4.804, 0.840, -3.420], [-4.582, 1.668, -2.127], [-3.569, 1.000, -1.218], [-4.091, 0.385, 0.076], [-4.859, -0.983, 0.014], [-5.864, -1.014, -1.163], [-5.874, 0.876, -3.679], [-5.551, 1.870, -1.657], [-4.291, 1.327, -4.267], [-6.386, -0.050, -1.287], [-5.402, -2.482, -2.789], [-3.815, -1.004, -4.137], [-6.640, -1.748, -0.898], [-4.083, -1.846, -0.115], [-4.898, 1.059, 0.412], [-5.297, -1.132, 1.014], [-4.218, 2.675, -2.385], [-2.724, 1.664, -1.032], [-0.781, -0.179, -4.555], [-0.966, -1.864, -5.221], [-1.577, 0.729, -5.909], [-3.506, 1.183, 3.033], [-3.034, 0.467, 1.257], [-4.714, 2.454, 2.470], [-4.625, -0.199, 3.495], [-0.918, -2.605, -4.402], [-0.102, -2.004, -5.896], [-1.929, -1.955, -5.752], [-2.165, 1.562, -5.471], [-2.232, 0.055, -6.491], [-0.720, 1.113, -6.500], [-5.616, -0.112, 3.031], [-4.729, -0.130, 4.589], [-4.168, -1.164, 3.230], [-2.626, -0.539, 1.472], [-2.156, 1.063, 0.940], [-4.754, 3.171, 3.304], [-5.714, 2.034, 2.304], [-4.360, 2.967, 1.565], [-0.620, -3.307, 0.677], [-1.437, -2.538, -0.348], [-2.108, -1.939, -1.123], [0.550, -3.276, 0.350], [-1.041, -4.450, 0.697], [-0.776, -2.823, 1.786]],
  "atomic_forces_ev_per_a": [[2.61, -1.42, 0.83], [-0.54, 0.17, 0.36], [-0.22, 0.04, 1.62], [1.36, -1.80, -2.29], [-0.56, 0.25, 2.24], [-0.50, 1.27, -2.19], [0.29, 0.13, -0.48], [-0.01, -0.20, 0.00], [0.60, 0.33, 0.57], [-0.12, 0.11, -0.01], [0.52, -0.70, -0.16], [0.03, -0.08, 0.16], [0.33, 0.11, -0.13], [-0.09, -0.09, -0.19], [0.21, -0.05, 0.53], [-0.21, -0.03, 0.04], [0.24, 0.28, 0.11], [0.02, -0.19, 0.06], [-0.23, 0.40, 0.41], [-0.24, -0.03, -0.11], [0.22, 0.12, 0.00], [0.04, -0.17, 0.15], [-0.09, 0.56, -0.28], [-0.24, -0.08, -0.10], [0.07, 0.14, -0.02], [0.04, 0.17, 0.08], [-0.32, -0.09, -1.70], [-1.83, 0.58, -1.72], [-0.04, 0.66, -0.49], [-0.50, 0.75, -0.63], [-0.49, 1.87, -0.34], [0.15, 1.50, 3.41], [0.21, 0.02, 0.57], [-1.32, -0.25, 0.15], [0.29, -0.22, 0.00], [0.23, -0.22, 0.21], [-0.03, -0.33, 0.37], [0.32, -0.39, 0.14], [0.63, 0.32, 0.53], [-0.44, -0.30, 0.48], [0.27, 0.16, -0.25], [-1.17, 0.29, 0.57], [0.01, -0.19, -0.62], [0.24, -0.15, -0.60], [0.05, -0.42, 0.00], [0.33, -0.60, -0.02], [-0.96, -0.43, 0.59], [0.07, -0.34, 0.23], [-0.09, 0.30, -0.01], [0.26, -0.98, -2.30], [0.44, -0.23, 0.31], [-0.01, 0.24, 0.51], [-0.16, 0.08, 0.54], [0.12, 0.24, -0.48], [-0.52, -0.33, 0.03], [0.54, -0.18, 0.03], [0.44, -0.26, -0.54], [0.36, 0.57, 0.02], [-0.82, 0.06, -0.12], [0.15, -0.08, 0.15], [-0.23, -0.36, -0.34], [-0.09, 0.29, 0.28], [-0.07, 0.31, -0.04], [-0.46, -0.28, -0.06], [-0.29, 0.02, -0.49], [0.14, 0.19, -0.01], [-0.05, -0.02, 0.35], [0.36, -0.66, 0.41], [-0.57, 0.66, -0.67], [2.10, -1.34, 0.86], [-0.46, -0.04, 0.08], [-0.07, 0.23, -0.21], [-0.25, 0.10, -0.39]]
}